(1)
A 2-piece molecular cluster, C5H8O2 overall. Source: the Open Molecules 2025 dataset; level of theory: ωB97M-V/def2-TZVPD.

Geometry as XYZ:
```
15
Properties=species:S:1:pos:R:3:forces:R:3
C 0.7447 -1.7136 1.5176 0.069 0.105 0.301
C -1.9716 0.6899 0.3559 -0.169 0.193 -0.346
H 1.6159 -1.0959 1.8329 -0.156 -0.124 -0.085
H 0.9847 -0.4946 -2.1492 -0.130 0.020 0.094
H -0.7466 -0.0778 -2.1665 0.112 -0.063 0.110
O -2.2909 1.2455 -0.6577 0.170 -0.248 0.473
H -0.1750 -1.5050 -1.2600 0.026 0.130 -0.051
H 0.0348 -1.5552 2.3575 0.079 -0.071 -0.126
H -2.6399 0.4758 1.2018 0.056 0.022 -0.099
H 1.3500 1.6597 0.9107 -0.016 -0.096 -0.145
C 1.3192 1.1010 -0.0200 -0.003 0.012 -0.011
C 0.0672 -0.4800 -1.5560 0.011 0.011 -0.001
C 0.2727 0.3525 -0.3309 0.194 0.064 -0.182
H 2.1719 1.1582 -0.6886 -0.177 -0.013 0.082
O -0.7373 0.2395 0.6524 -0.066 0.059 -0.013
```
Positions in Å, forces in eV/Å.

Properties
DFT total energy = -345.6032 hartree
Kohn-Sham gap (alpha / beta) = 0.32448 / 0.32326 Ha
LUMO energy (alpha / beta) = -0.68 / -0.70 eV
HOMO energy (alpha / beta) = -9.514 / -9.492 eV
Maximum force = 0.6 eV/Å



(2)
A 2-piece molecular cluster, C5H15NOS overall in a non-equilibrium geometry. Source: the Open Molecules 2025 dataset; level of theory: ωB97M-V/def2-TZVPD.

Geometry as XYZ:
```
23
Properties=species:S:1:pos:R:3:forces:R:3
H -3.7765 0.9443 0.0964 -0.313 -0.264 -0.498
C 2.4014 0.7153 0.5519 -1.364 0.886 -0.846
H 3.8284 -4.7343 1.4861 -0.343 0.375 -0.261
H -2.8897 -0.3590 -2.8236 0.026 0.017 0.101
H 1.7797 2.2602 -0.6739 -0.158 -0.189 0.009
O 3.4552 -4.7152 0.5952 0.281 -0.528 -0.138
H -0.4416 2.4527 -0.1589 -0.255 0.000 0.148
H 2.9107 -3.9368 0.4709 0.064 0.156 0.400
C -3.0004 0.6317 -0.6167 -0.128 1.038 1.629
S -3.8523 -0.3605 -1.8881 0.485 0.223 0.342
H -2.0994 0.0748 1.3547 0.444 1.408 -0.088
H -0.1547 1.5662 1.3924 -0.138 0.428 -0.191
H -2.0229 -1.0595 0.2614 -0.153 0.227 -0.588
H 3.3580 1.2224 0.5376 0.541 -0.804 0.415
H -0.5673 0.4559 -1.3330 -0.027 -0.467 0.078
H -2.6418 1.5983 -0.9761 -0.102 -0.147 -0.579
H 2.3268 -0.1385 -0.1267 0.443 0.069 -0.440
N 1.4986 1.8273 0.1961 -0.180 -0.073 0.071
H 0.1265 -0.6363 -0.1697 0.361 0.273 0.549
C 0.0557 1.6092 0.3115 1.435 -1.506 0.678
C -0.4799 0.2611 -0.2504 -0.708 1.846 -0.666
C -1.8927 0.0451 0.2764 -0.572 -3.359 -0.821
H 2.0781 0.2758 1.4865 0.361 0.389 0.697
```
Positions in Å, forces in eV/Å.

Properties
DFT total energy = -727.6299 hartree
Kohn-Sham gap = 0.33368 Ha
LUMO energy = 0.54 eV
HOMO energy = -8.539 eV
Maximum force = 3.5 eV/Å
SMILES = CNCCCCS.O



(3)
C31H52N2O3P2Ti as an isolated structure in a non-equilibrium geometry. Source: the Open Molecules 2025 dataset; level of theory: ωB97M-V/def2-TZVPD.

Geometry as XYZ:
```
91
Properties=species:S:1:pos:R:3:forces:R:3
C 1.3988 0.0274 -1.0690 -1.513 -0.971 -2.135
P 0.0592 -0.9222 -2.0785 -0.933 0.579 0.691
H 0.1515 0.6893 -3.9418 -0.222 -0.501 0.233
H 2.3738 -2.8544 2.8852 0.005 -0.161 -0.275
H -0.7155 3.6486 -2.3515 -0.226 -0.134 -0.127
H 2.0797 4.4834 -0.4898 -0.206 -0.350 -0.043
C 3.6748 1.4659 -0.6785 1.073 -0.627 1.117
O -4.4383 -0.0026 3.2005 1.349 -0.597 -0.002
H -1.0079 -5.0927 3.6569 -0.197 0.138 -0.303
C 2.3764 1.9388 1.9892 0.445 0.843 0.546
H 3.4707 1.8041 2.0437 -0.362 0.192 -0.289
H 2.1483 2.7889 2.6413 -0.085 0.021 -0.155
H 4.8886 0.0944 -3.2644 -0.343 0.219 0.016
H 1.2434 -4.0929 2.2918 0.139 0.360 -0.138
H 4.2782 -2.3342 -2.5199 -0.112 0.231 0.570
H -0.9466 -3.6325 1.2686 -0.148 0.043 0.148
C 4.4810 -0.9304 -0.8235 0.592 -0.932 -0.365
H 0.6734 -0.8878 -4.5593 -0.256 0.087 0.639
H -2.7322 -5.0965 3.2064 0.416 0.039 0.031
H 1.1959 -3.1176 -1.7683 -0.334 0.190 -0.136
H 0.6645 -1.6101 4.0219 0.021 -0.431 -0.294
C -2.8410 1.0878 -1.2614 0.235 1.074 0.312
C -4.8320 0.4661 0.1920 -0.306 -0.450 0.321
H 5.4470 1.8261 -1.7994 -0.647 0.029 -0.010
C -1.4544 2.8554 -2.5024 -0.326 0.303 -0.485
H 3.3340 -0.0762 0.7859 -0.060 0.249 0.419
C 0.1689 -2.7328 -1.6810 0.261 -0.279 0.152
H -2.7359 3.0649 2.6583 -0.312 0.016 -0.120
Ti -0.1756 0.6485 -0.2165 -6.629 1.148 3.481
H 3.7367 2.2920 0.0215 0.619 -0.164 0.363
H 4.9161 -1.5645 -0.0204 -0.438 0.374 -0.354
C 4.0574 0.8100 -3.1677 1.298 0.725 0.075
H -5.6882 0.9758 -0.2821 0.303 -0.128 0.071
C -1.7845 2.1153 -1.2461 0.872 -0.704 1.104
C 0.3763 -2.5567 3.5222 -0.902 0.099 0.126
P 1.6834 2.1274 0.2968 -0.277 0.038 -0.380
H -4.2391 3.5832 1.8514 0.264 -0.247 -0.051
H 1.9250 1.0529 2.4592 -0.205 0.195 -0.446
H 3.2110 -2.6692 -1.1611 -0.003 0.374 -0.232
N -2.3401 -0.2867 2.2938 0.975 -0.250 -0.524
H -2.3809 3.3449 -2.8520 0.391 -0.018 -0.106
C 3.6312 -1.8421 -1.7617 0.404 -0.438 0.046
C -0.0458 -0.3946 -3.8746 0.147 -0.132 -0.449
C -3.0102 2.2172 0.7333 -0.397 -0.665 0.008
C -1.9553 -2.2868 4.2791 0.051 -0.614 0.748
H 4.1028 2.8122 -2.3542 0.223 -0.428 0.439
C -3.5595 2.7267 2.0113 0.012 -0.185 0.458
H 2.5700 3.3209 -1.7087 -0.329 -0.089 0.631
C -1.3888 4.1230 0.4296 0.210 0.453 0.380
C 1.3711 -3.0158 2.4763 0.188 -0.041 0.077
C -1.3003 -1.0563 2.1714 -1.204 -0.399 0.942
C 2.7649 0.1229 -3.0774 0.863 -2.325 -1.218
H -3.5339 -0.6631 -2.2399 -0.078 0.099 -0.201
C -3.3542 -0.5763 3.1828 -1.123 -0.275 0.769
O -0.3985 -0.7405 1.2728 0.710 1.186 -1.386
H -1.1091 2.1989 -3.3116 -0.087 0.248 0.176
H 1.9728 0.6517 -3.5892 0.051 -0.408 -0.101
H -0.1132 -2.8745 -0.6261 -0.114 0.294 -0.334
C -1.0867 -2.3776 3.0035 0.298 0.864 0.399
C -3.3598 0.3958 -2.4654 0.139 -0.491 -0.160
H -0.9921 4.0671 1.4489 -0.066 0.289 -0.093
C 1.8048 3.5122 -0.9390 0.389 1.151 0.215
H 1.8836 -1.7945 -3.0199 0.148 0.352 0.459
C 2.5723 -1.1132 -2.5198 2.444 0.089 -4.177
C -1.6058 -3.5650 2.1449 -0.188 0.277 -0.151
C 3.7117 0.1639 -0.1923 1.372 1.139 0.192
H 5.3511 -0.5504 -1.3836 -0.515 0.128 0.266
H 0.8792 3.6519 -1.5130 0.084 -0.283 0.728
O -1.7089 -2.8696 5.3233 -0.132 0.512 -1.350
H -2.6085 -3.2794 1.7829 0.353 -0.114 -0.065
N -3.1132 -1.5640 4.1320 -0.984 0.189 0.710
C -1.7122 -4.9389 2.8263 -0.083 -0.086 -0.021
H 1.8496 0.8997 -1.6136 -0.885 -2.024 0.603
H -0.5899 4.4428 -0.2346 -0.059 0.129 0.021
H -2.1722 4.8964 0.4261 0.215 -0.165 -0.025
C -1.9473 2.8079 0.0436 1.267 -0.925 -1.366
H 4.0615 1.3855 -4.1161 0.064 -0.270 0.542
H -4.3262 0.8256 -2.7792 0.309 -0.098 0.153
H -5.0252 0.3934 1.2691 -0.044 0.035 -0.445
H -0.4731 -3.4006 -2.2867 0.094 0.745 0.121
C -3.5648 1.1820 -0.0711 0.290 0.194 -0.042
H -3.8286 -1.6268 4.8834 0.854 0.028 -0.712
H -4.1116 1.9354 2.5376 0.156 0.422 -0.207
H 1.2525 -2.4530 1.5383 0.164 -0.215 0.175
H 1.8697 -0.6289 -0.3322 0.495 0.317 -0.357
H -1.5265 -5.7094 2.0661 -0.070 0.101 0.300
H -2.6646 0.4668 -3.3031 -0.153 -0.007 0.032
C 4.3506 1.7943 -1.9966 0.112 0.413 -0.654
H -1.0380 -0.5384 -4.3334 0.198 -0.210 0.707
H 0.3008 -3.3139 4.3224 0.158 0.443 -0.287
H -4.7775 -0.5517 -0.2143 -0.164 0.167 0.061
```
Positions in Å, forces in eV/Å.

Properties
DFT total energy = -3078.9888 hartree
Kohn-Sham gap (alpha / beta) = 0.17076 / 0.17043 Ha
LUMO energy (alpha / beta) = -8.25 / -8.26 eV
HOMO energy (alpha / beta) = -12.901 / -12.895 eV
Maximum force = 7.6 eV/Å
Total charge = +2



(4)
A 2-piece molecular cluster, C14H16O2 overall in a non-equilibrium geometry. Source: the Open Molecules 2025 dataset; level of theory: ωB97M-V/def2-TZVPD.

Geometry as XYZ:
```
32
Properties=species:S:1:pos:R:3:forces:R:3
H 2.0888 2.8654 -0.4773 0.428 -0.144 0.224
H 0.0849 1.2484 -4.4551 0.809 -0.172 0.509
H 1.3739 -1.5407 -2.4930 -0.011 -0.181 0.412
H 2.3204 0.9613 1.6859 0.169 0.017 -0.002
H -2.1002 -2.4493 2.7685 -0.384 0.061 0.553
C -1.3345 1.0198 1.3377 -0.031 -0.058 -0.430
C -2.4184 -0.2796 3.0527 -0.307 -2.569 -0.146
C 2.2570 -0.5113 -0.7837 -1.134 0.009 -1.044
H -0.2617 -0.1053 -0.2152 0.242 0.317 0.274
C 1.0603 0.5396 -2.6417 -1.363 -0.804 0.714
C -1.9317 -1.4368 2.4388 1.273 0.841 -0.921
H -2.8643 2.0025 3.8595 -0.262 0.183 0.181
O -2.7745 2.0878 2.9082 0.631 -0.255 0.020
H 0.5568 -2.3306 0.3638 -0.201 -0.133 -0.424
H -1.2884 1.9821 0.8403 0.218 0.066 0.173
H -1.0698 -3.2297 0.2365 0.737 0.855 -0.217
H 0.7308 -0.3329 -4.5757 -0.445 -0.445 0.284
H 0.9515 2.6973 -2.6094 -0.319 0.370 -0.335
H -0.1550 -3.2940 1.6401 0.107 0.587 0.199
C -1.0873 -1.3440 1.3317 0.904 -0.098 0.180
H 2.7422 -1.3787 -0.3724 -0.064 -0.050 0.451
C 1.4909 -0.6144 -1.9390 1.147 0.806 -0.929
C 0.2313 0.3156 -3.8506 0.472 1.977 -2.379
C -2.1334 0.9324 2.4847 -0.284 0.821 -0.650
H -3.0936 -0.5650 3.8542 -0.103 1.187 0.263
C 2.0082 1.8769 -0.9141 -2.271 0.989 -0.770
C 1.2368 1.7982 -2.1130 2.094 -0.989 1.503
C 2.3373 0.7507 -0.2122 1.664 -0.257 0.331
C -0.3881 -2.5712 0.8410 -0.828 -1.767 -0.029
C -0.7528 -0.1120 0.7491 -1.889 0.013 1.062
O 2.9985 0.8609 1.0046 -0.264 0.098 0.184
H -0.8160 0.1566 -3.7448 -0.736 -1.271 0.758
```
Positions in Å, forces in eV/Å.

Properties
DFT total energy = -693.5118 hartree
Kohn-Sham gap = 0.33911 Ha
LUMO energy = 0.78 eV
HOMO energy = -8.443 eV
Maximum force = 3.1 eV/Å
SMILES = Cc1ccc(O)cc1.Cc1ccc(O)cc1